No. 1
Entry from the Open Molecules 2025 dataset: a 2-piece molecular cluster, C3H7NS overall in a non-equilibrium geometry (ωB97M-V with the def2-TZVPD basis set).

Positions of all 12 atoms, in Å:
C 1.669 0.457 0.301
C 1.411 1.673 0.773
C -1.731 -1.071 -0.161
N 1.902 -0.510 -0.416
S -1.472 0.554 -0.905
H 2.191 2.221 1.213
H 0.460 2.169 1.076
H -1.023 0.072 -2.018
H -0.823 -1.697 -0.197
H -2.643 -1.575 -0.572
H -2.130 -0.876 0.882
H 2.188 -1.417 0.023

The total energy is -15547.6872 eV. As for the structure (SMILES): C=C=N.CS. The HOMO-LUMO gap is 9.7 eV. Its molar mass is 89.2 Da. The energy above the lowest of the compared OMol25 structures with the same formula, charge and spin is 188.9 kJ/mol. For the largest force on an atom, the calculation gives 0.0412 Eh/bohr.

No. 2
Entry from the Open Molecules 2025 dataset: C12H18AlFN4O4S as an isolated structure (ωB97M-V with the def2-TZVPD basis set).

Positions of all 41 atoms, in Å:
Al 0.929 -0.028 -0.893
C 1.174 -2.813 -0.735
C -0.323 -2.553 -0.847
N -0.609 -1.133 -0.495
C -1.751 -0.520 -1.238
C -1.453 -0.351 -2.734
S 0.275 0.177 -3.123
C 1.076 -1.393 -3.659
C 2.268 -1.758 -2.781
N 1.963 -1.680 -1.322
H 1.442 -3.755 -1.212
H 1.457 -2.877 0.316
H -0.867 -3.226 -0.186
H -0.686 -2.736 -1.855
H -0.780 -1.037 0.514
H -1.935 0.449 -0.781
H -2.653 -1.124 -1.120
H -2.097 0.421 -3.149
H -1.626 -1.259 -3.309
H 1.411 -1.235 -4.683
H 0.312 -2.166 -3.680
H 3.089 -1.065 -2.968
H 2.616 -2.757 -3.045
H 2.853 -1.646 -0.829
F -2.092 4.611 4.267
C -1.614 3.493 3.763
C -0.443 3.457 3.130
N 0.051 2.265 2.591
C 1.356 2.206 1.966
C 1.261 1.487 0.652
O 0.288 1.597 -0.159
O 2.161 0.634 0.304
C -0.661 1.097 2.657
O -0.249 0.065 2.105
N -1.838 1.155 3.322
C -2.441 2.291 3.923
O -3.499 2.211 4.467
H 0.175 4.337 3.014
H 2.077 1.656 2.574
H 1.739 3.215 1.818
H -2.355 0.289 3.422

As for the total charge: +2. The total energy is -47026.7066 eV. The HOMO-LUMO gap is 8.7 eV. Its molar mass is 360.3 Da. The energy above the lowest of the compared OMol25 structures with the same formula, charge and spin is 0.0 kJ/mol. For the largest force on an atom, the calculation gives 0.0055 Eh/bohr.